Record 1
The following is a DFT calculation (ωB97M-V/def2-TZVPD) of a structure of composition C29H30BrN4O6RhS.

Each line ends with the Löwdin charge.
Cartesian coordinates (Å):
Rh  0.290  -0.276  0.745  1.25
C  -3.417  0.518  2.184  -0.21
C  -3.223  0.153  0.707  -0.18
C  -2.392  1.181  -0.073  -0.21
N  -1.044  0.745  -0.434  -0.04
C  -0.490  1.361  -1.466  -0.22
C  -1.065  2.466  -2.122  -0.05
C  -0.773  3.017  -3.362  -0.11
C  0.082  2.560  -4.355  -0.15
C  0.979  1.504  -4.272  -0.11
C  1.335  0.753  -3.161  -0.03
C  0.822  0.777  -1.850  -0.23
N  1.426  0.205  -0.834  -0.09
C  2.628  -0.565  -1.021  -0.21
C  2.324  -2.013  -1.472  -0.13
C  0.831  -2.390  -1.505  -0.20
N  0.172  -2.184  -0.241  0.00
C  -0.678  -2.999  0.303  -0.23
C  -1.311  -4.051  -0.411  -0.04
C  -1.972  -5.168  0.062  -0.13
C  -2.098  -5.626  1.369  -0.15
C  -1.732  -4.940  2.523  -0.11
C  -1.331  -3.628  2.674  -0.02
C  -1.038  -2.645  1.698  -0.23
N  -1.008  -1.362  1.945  -0.07
C  -1.523  -0.846  3.197  -0.21
C  -2.128  0.542  3.008  -0.19
H  -4.122  -0.194  2.633  0.10
H  -3.882  1.509  2.236  0.10
H  -4.211  0.081  0.240  0.10
H  -2.753  -0.823  0.616  0.09
H  -2.328  2.114  0.505  0.11
H  -2.928  1.406  -1.002  0.10
H  -1.854  2.980  -1.590  0.09
H  -1.348  3.903  -3.612  0.09
H  0.055  3.093  -5.301  0.08
H  1.536  1.275  -5.174  0.09
H  2.169  0.084  -3.329  0.09
H  3.148  -0.623  -0.070  0.08
H  3.296  -0.070  -1.735  0.11
H  2.808  -2.678  -0.759  0.10
H  2.728  -2.195  -2.474  0.10
H  0.780  -3.446  -1.789  0.11
H  0.316  -1.802  -2.279  0.11
H  -1.255  -3.960  -1.489  0.09
H  -2.384  -5.819  -0.705  0.09
H  -2.518  -6.618  1.501  0.07
H  -1.840  -5.496  3.450  0.09
H  -1.178  -3.311  3.697  0.10
H  -0.707  -0.799  3.929  0.13
H  -2.303  -1.516  3.585  0.11
H  -1.382  1.183  2.541  0.07
H  -2.341  0.960  3.996  0.11
Br  4.237  5.202  -2.794  0.65
C  3.025  4.498  -1.494  -0.69
C  3.380  3.363  -0.788  -0.12
C  2.503  2.871  0.169  -0.02
C  1.287  3.502  0.401  -0.13
C  0.970  4.653  -0.311  -0.03
C  1.830  5.160  -1.272  -0.14
C  0.273  2.933  1.396  -0.63
O  -0.691  3.656  1.691  -0.01
O  0.543  1.788  1.867  -0.09
H  4.320  2.866  -0.989  0.10
H  2.757  1.989  0.745  0.12
H  0.029  5.142  -0.100  0.11
H  1.574  6.040  -1.847  0.09
O  2.606  -2.064  3.840  -0.40
S  2.584  -2.049  2.378  0.27
O  2.020  -3.284  1.830  -0.39
O  1.676  -0.827  2.017  -0.51
O  3.911  -1.766  1.809  -0.41

Values from the calculation:
Total charge   -2
Orbital gap   5.8 eV

---

Record 2
The following is a DFT calculation (ωB97M-V/def2-TZVPD) of a structure of composition C29H30CrN5O2S.

Each line ends with the natural charge from an NBO analysis.
Cartesian coordinates (Å):
Cr  0.203  0.202  0.667  1.12
C  2.813  -2.643  -1.214  -0.42
N  1.727  -2.907  -0.284  -0.46
C  2.209  -3.519  0.943  -0.21
C  3.013  -2.590  1.828  -0.41
C  2.229  -1.462  2.486  -0.23
N  2.011  -0.264  1.655  -0.41
C  2.976  0.570  1.656  0.19
C  2.939  1.914  1.109  -0.21
C  4.136  2.612  0.926  -0.14
C  4.134  3.929  0.516  -0.25
C  2.910  4.572  0.330  -0.16
C  1.718  3.909  0.532  -0.27
C  1.714  2.561  0.906  0.38
O  0.548  1.945  1.072  -0.62
C  0.722  -3.778  -0.873  -0.21
C  0.022  -3.211  -2.095  -0.42
C  -0.675  -1.852  -1.897  -0.24
N  -0.940  -1.502  -0.499  -0.41
C  -2.107  -1.790  -0.073  0.16
C  -2.644  -1.549  1.260  -0.17
C  -3.946  -1.986  1.525  -0.16
C  -4.519  -1.834  2.771  -0.27
C  -3.771  -1.232  3.782  -0.17
C  -2.483  -0.795  3.549  -0.26
C  -1.902  -0.942  2.284  0.36
O  -0.660  -0.527  2.095  -0.66
H  3.329  -3.574  -1.511  0.16
H  3.542  -1.965  -0.775  0.21
H  2.442  -2.148  -2.110  0.22
H  2.797  -4.429  0.723  0.16
H  1.332  -3.845  1.511  0.20
H  3.870  -2.169  1.296  0.21
H  3.435  -3.192  2.638  0.22
H  2.788  -1.147  3.372  0.19
H  1.248  -1.797  2.824  0.23
H  3.905  0.298  2.165  0.17
H  5.072  2.094  1.106  0.21
H  5.063  4.456  0.352  0.22
H  2.893  5.611  0.023  0.21
H  0.764  4.405  0.400  0.22
H  -0.028  -3.969  -0.101  0.20
H  1.159  -4.758  -1.138  0.17
H  -0.725  -3.956  -2.386  0.21
H  0.709  -3.131  -2.938  0.22
H  -1.618  -1.872  -2.452  0.18
H  -0.069  -1.050  -2.313  0.23
H  -2.816  -2.280  -0.750  0.16
H  -4.505  -2.459  0.724  0.20
H  -5.527  -2.177  2.958  0.21
H  -4.202  -1.103  4.768  0.21
H  -1.894  -0.326  4.326  0.22
S  2.932  0.686  -3.196  -0.25
C  1.935  0.487  -1.934  0.20
N  1.215  0.319  -1.026  -0.63
N  -1.421  1.139  -0.296  -0.32
C  -2.021  1.871  -0.937  0.41
C  -2.709  2.800  -1.790  -0.12
C  -1.953  3.598  -2.646  -0.17
C  -2.607  4.492  -3.477  -0.20
C  -3.992  4.582  -3.450  -0.18
C  -4.737  3.782  -2.593  -0.21
C  -4.098  2.882  -1.756  -0.18
H  -0.875  3.506  -2.658  0.24
H  -2.033  5.115  -4.149  0.23
H  -4.497  5.282  -4.103  0.22
H  -5.816  3.858  -2.577  0.22
H  -4.662  2.254  -1.081  0.23

Values from the calculation:
ΔE to the lowest compared entry with this formula, charge and spin   0.467 eV
Spin multiplicity   2
Orbital gap (alpha / beta)   7.5 / 7.3 eV

---

Record 3
The following is a DFT calculation (ωB97M-V/def2-TZVPD) of a structure of composition C29H30HgNO3.

Each line ends with the natural charge from an NBO analysis.
Cartesian coordinates (Å):
C  2.725  -0.014  1.472  -0.31
C  2.757  -0.744  0.241  -0.19
C  2.213  0.086  -0.781  -0.40
H  3.120  -1.760  0.099  0.19
C  1.855  1.328  -0.191  -0.24
C  2.197  1.270  1.200  -0.27
H  1.429  2.184  -0.747  0.20
C  -1.363  -2.011  1.950  -0.21
C  -0.325  -2.832  1.442  -0.10
C  -0.367  -2.757  0.020  -0.38
H  0.362  -3.441  2.017  0.20
C  -1.403  -1.863  -0.358  0.14
C  -1.996  -1.384  0.846  -0.31
H  2.146  -0.156  -1.845  0.20
H  2.058  2.068  1.938  0.21
H  3.045  -0.375  2.453  0.20
H  -2.857  -0.711  0.896  0.21
H  0.252  -3.333  -0.657  0.21
H  -1.677  -1.933  2.982  0.22
Hg  -0.982  1.496  0.965  0.41
C  -1.903  -1.569  -1.750  -0.10
C  -3.428  -1.809  -1.742  -0.61
C  -1.238  -2.496  -2.778  -0.62
H  -3.642  -2.843  -1.426  0.20
H  -3.820  -1.649  -2.751  0.25
H  -3.938  -1.119  -1.056  0.21
H  -1.397  -3.552  -2.519  0.21
H  -0.162  -2.289  -2.834  0.21
H  -1.688  -2.300  -3.757  0.22
C  -1.572  -0.090  -2.109  -0.54
C  -2.098  0.419  -3.446  0.70
H  -0.481  0.056  -2.055  0.25
H  -1.992  0.574  -1.333  0.25
O  -3.033  -0.085  -4.070  -0.66
N  -1.491  1.544  -3.932  -0.63
C  -0.335  2.261  -3.396  -0.26
H  -1.960  1.950  -4.730  0.40
C  0.996  1.697  -3.836  0.05
C  2.179  2.350  -3.472  -0.24
H  2.126  3.273  -2.890  0.21
C  3.417  1.822  -3.834  -0.19
H  4.334  2.316  -3.508  0.21
C  3.473  0.661  -4.612  -0.23
H  4.437  0.256  -4.910  0.21
C  2.299  0.023  -5.013  -0.21
H  2.326  -0.881  -5.621  0.21
C  1.060  0.551  -4.633  -0.25
H  0.135  0.082  -4.966  0.22
H  -0.392  2.292  -2.293  0.24
H  -0.424  3.299  -3.745  0.21
O  -1.650  1.659  3.234  -0.82
C  -0.729  0.905  3.741  0.71
O  0.068  0.224  3.023  -0.75
C  -0.520  0.816  5.214  -0.08
C  0.539  0.005  5.687  -0.18
C  0.758  -0.124  7.060  -0.24
C  -0.053  0.551  7.976  -0.22
C  -1.084  1.368  7.507  -0.24
C  -1.321  1.505  6.138  -0.19
H  1.184  -0.523  4.974  0.24
H  1.565  -0.757  7.431  0.20
H  0.115  0.451  9.044  0.20
H  -1.706  1.899  8.226  0.20
H  -2.140  2.160  5.820  0.23

Values from the calculation:
Total charge   -1
Orbital gap (alpha / beta)   5.1 / 5.0 eV

---

Record 4
The following is a DFT calculation (ωB97M-V/def2-TZVPD) of an isolated molecule of C29H30N2O2.

Each line ends with the natural charge from an NBO analysis.
Cartesian coordinates (Å):
C  0.913  3.877  0.044  -0.62
C  -0.084  2.895  0.580  -0.08
C  -1.183  2.593  -0.219  -0.19
C  -2.174  1.706  0.233  -0.31
C  -2.097  1.110  1.494  0.41
O  -3.073  0.272  1.941  -0.59
C  -0.946  1.420  2.281  -0.29
C  0.042  2.301  1.841  -0.19
H  1.716  4.055  0.775  0.21
H  1.372  3.527  -0.903  0.21
H  0.436  4.851  -0.188  0.21
H  -1.317  3.031  -1.211  0.20
H  -3.037  1.451  -0.370  0.21
H  -0.838  0.962  3.247  0.21
H  0.923  2.540  2.442  0.21
C  -9.249  5.400  5.380  -0.63
C  -8.969  3.931  5.247  0.02
C  -9.208  3.294  4.022  -0.21
C  -8.875  1.948  3.843  0.04
C  -9.179  1.329  2.513  -0.65
C  -8.272  1.251  4.900  0.19
N  -7.966  -0.133  4.763  -0.34
C  -6.974  -0.685  4.008  0.41
C  -6.029  0.070  3.223  0.33
C  -5.104  -0.717  2.500  -0.43
C  -4.406  -0.234  1.298  0.07
C  -4.121  -1.417  0.293  -0.02
C  -4.695  -1.499  -0.994  -0.22
C  -4.163  -2.416  -1.915  -0.21
C  -3.090  -3.240  -1.548  -0.23
C  -2.598  -3.195  -0.230  -0.20
C  -3.222  -2.377  0.728  -0.21
O  -6.045  1.336  3.198  -0.69
N  -7.069  -2.026  4.129  -0.31
C  -6.297  -3.080  3.472  -0.40
C  -8.095  -2.331  5.026  -0.06
C  -8.630  -1.171  5.430  -0.05
C  -8.115  1.839  6.156  -0.02
C  -7.548  1.091  7.317  -0.64
C  -8.456  3.189  6.318  -0.22
H  -9.199  5.713  6.428  0.21
H  -8.534  6.000  4.799  0.23
H  -10.245  5.638  4.990  0.22
H  -9.631  3.861  3.179  0.21
H  -9.511  0.284  2.568  0.21
H  -9.977  1.915  2.035  0.22
H  -8.305  1.411  1.849  0.25
H  -4.566  -1.480  3.114  0.19
H  -4.772  0.665  0.876  0.22
H  -5.497  -0.831  -1.302  0.22
H  -4.593  -2.531  -2.902  0.21
H  -2.667  -3.990  -2.244  0.21
H  -1.771  -3.829  0.089  0.21
H  -2.908  -2.396  1.778  0.22
H  -6.795  -4.021  3.738  0.20
H  -6.300  -2.991  2.370  0.26
H  -5.278  -3.169  3.878  0.22
H  -8.326  -3.365  5.274  0.24
H  -9.431  -0.965  6.128  0.24
H  -7.384  1.816  8.119  0.22
H  -8.224  0.323  7.719  0.21
H  -6.565  0.656  7.100  0.23
H  -8.287  3.672  7.290  0.21

Values from the calculation:
ΔE to the lowest compared entry with this formula, charge and spin   0.800 eV
Orbital gap   7.0 eV

---

Calculated largest force on an atom (eV Å⁻¹), listed in the same order as above: 2.3 0.8 3.1 3.5